# 1
Here is a molecular structure, C30H30N4O3PPdS2 from OMol25. Energies are from ωB97M-V with the def2-TZVPD basis set.

Structure (XYZ):
```
71
Properties=species:S:1:pos:R:3:forces:R:3:lowdin_charge:R:1
Pd -0.332356 -1.403267 -0.307665 0.4 0.2 0.5 0.866
S -0.983973 -2.216944 3.314074 -0.2 -0.2 0.2 0.974
S -3.864084 -1.913152 2.696694 0.0 0.0 0.0 1.006
P 1.105670 -1.697374 -2.018642 -0.1 -0.3 -0.2 1.026
O -1.731437 -0.820479 -1.529756 0.0 -0.1 -0.1 -0.194
O 1.193826 -2.066481 0.912174 -0.1 0.0 0.0 -0.160
O -5.579417 0.006082 0.019315 0.0 0.0 0.0 0.062
N 1.154597 -0.275968 2.321582 0.2 0.1 -0.1 0.179
N -3.074078 -0.782351 0.339620 0.0 0.0 0.0 -0.006
N 2.488139 -2.115068 2.734910 0.0 0.0 0.0 0.046
N -1.927668 -1.198620 1.032338 -0.2 -0.2 -0.2 -0.185
C -0.136549 -2.335933 -4.460591 0.0 0.0 0.0 -0.066
C -0.801202 -1.990644 -5.630081 0.0 0.0 0.0 -0.062
C -3.434823 -2.416915 4.384686 0.0 0.0 0.0 -0.504
C -1.001532 -0.656822 -5.949294 0.0 0.0 0.0 -0.071
C 0.420021 -4.359290 -1.811162 0.0 0.0 0.0 -0.113
C 3.469757 -0.895136 -3.198372 0.0 0.0 0.0 -0.088
C 0.125006 0.001429 -3.933295 0.0 0.0 0.0 -0.094
C 0.330013 -1.340074 -3.610360 0.0 0.0 0.0 -0.359
C 3.022115 -5.318829 -1.898698 0.0 0.0 0.0 -0.065
C 4.267349 0.714624 -1.079603 0.0 0.0 0.0 -0.066
C 0.657824 -5.720616 -1.728879 0.0 0.0 0.0 -0.065
C 1.960368 -6.201445 -1.772577 0.0 0.0 0.0 -0.066
C -6.301636 0.413901 -2.164526 0.0 0.0 0.0 -0.006
C -4.811232 0.179842 -4.044546 0.0 0.0 0.0 -0.081
C -2.130494 -3.184758 4.330239 0.0 0.0 -0.1 -0.494
C 4.671535 -0.210594 -3.263089 0.0 0.0 0.0 -0.058
C -6.070079 0.476190 -3.521444 0.0 0.0 0.0 -0.067
C 3.066220 0.023366 -1.008411 0.0 0.0 0.0 -0.083
C -4.004156 -0.246854 -1.803909 0.0 0.0 0.0 -0.076
C -0.535956 0.340584 -5.100470 0.0 0.0 0.0 -0.071
C -5.277735 0.049561 -1.288815 0.0 0.0 0.0 -0.260
C -2.210049 -1.710374 2.178605 0.0 0.1 0.1 -0.877
C -2.880786 -0.641167 -0.942952 0.0 0.1 0.0 -0.398
C 1.590134 -1.497943 1.961795 0.1 0.2 -0.1 -0.679
C -3.794292 -0.175233 -3.187316 0.0 0.0 0.0 -0.018
C 1.484782 -3.467166 -1.954734 0.1 0.0 -0.1 -0.352
C 3.052150 -1.564983 3.953185 0.0 0.0 0.0 -0.055
C 2.788066 -3.953452 -1.989233 0.0 0.0 0.0 -0.068
C 5.071972 0.591676 -2.201779 0.0 0.0 0.0 -0.062
C 2.667197 -0.793505 -2.060299 0.0 0.1 0.0 -0.354
H 4.037392 -5.691382 -1.929574 0.0 0.0 0.0 0.110
H -1.519171 -0.391079 -6.861581 0.0 0.0 0.0 0.111
H -6.877910 0.758254 -4.184419 0.0 0.0 0.0 0.109
H 0.416401 0.141718 1.777658 0.0 0.0 0.0 0.095
H -4.247980 -3.039090 4.756008 0.0 0.0 0.0 0.087
H 3.149089 -1.503297 -4.036103 0.0 0.0 0.0 0.120
H 5.291478 -0.294398 -4.145519 0.0 0.0 0.0 0.113
H 0.020831 -3.379682 -4.223730 0.0 0.0 0.0 0.100
H 3.623570 -3.272588 -2.082989 0.0 0.0 0.0 0.100
H 3.587075 -0.633854 3.758510 0.0 0.0 0.0 0.095
H 4.569312 1.358172 -0.263781 0.0 0.0 0.0 0.109
H -1.159544 -2.767751 -6.291843 0.0 0.0 0.0 0.111
H -0.692730 1.382180 -5.347142 0.0 0.0 0.0 0.113
H 2.428904 0.137456 -0.144097 -0.1 0.0 0.1 0.078
H 2.280796 -1.393595 4.707128 0.0 0.0 0.0 0.089
H 2.765009 -3.027145 2.412532 0.0 0.0 0.0 0.157
H -2.262996 -4.166870 3.879129 0.0 0.0 0.0 0.085
H -0.598480 -3.987822 -1.767037 0.0 0.0 0.0 0.104
H -7.272195 0.640709 -1.744943 0.0 0.0 0.0 0.122
H 2.145891 -7.265270 -1.705745 0.0 0.0 0.0 0.110
H 0.477708 0.782431 -3.269137 0.0 0.0 0.0 0.117
H 1.390759 0.137185 3.206101 0.0 0.0 0.0 0.106
H 6.007241 1.132710 -2.257950 0.0 0.0 0.0 0.112
H -4.634498 0.229627 -5.110192 0.0 0.0 0.0 0.100
H -3.347865 -1.531019 5.012184 0.0 0.0 0.0 0.083
H -2.809540 -0.409308 -3.569389 0.0 0.0 0.0 0.093
H 3.761063 -2.280127 4.358783 0.0 0.0 0.0 0.096
H -4.776209 -0.259954 0.511821 0.0 0.0 0.0 0.042
H -1.679437 -3.296204 5.315101 0.0 0.0 0.0 0.085
H -0.172545 -6.406710 -1.627883 0.0 0.0 0.0 0.111
```
Forces are in eV/Å.

Its total charge is +1. The value obtained for the energy relative to the best compared isomer or geometry (same formula, charge and spin) is 0.0 kJ/mol.


# 2
Here is 2 unconnected molecules or ions with the total composition C3H4NOS from OMol25. Energies are from ωB97M-V with the def2-TZVPD basis set.

Structure (XYZ):
```
10
Properties=species:S:1:pos:R:3:forces:R:3:lowdin_charge:R:1
S -2.045893 0.147230 0.390131 -0.7 -0.1 0.5 0.371
O -0.077559 -1.611225 0.916894 -0.5 0.5 -0.3 -0.208
N 1.281812 1.029583 -0.192679 0.9 0.9 2.6 -0.167
C 1.755606 1.522081 0.755736 -0.1 -0.3 -0.8 -0.027
C 0.508042 0.414711 -1.153997 0.5 -1.0 -2.9 -0.250
C -1.097815 -0.980129 1.246318 0.7 -1.2 0.6 -0.932
H -0.432794 1.027707 -1.273212 1.1 -1.2 -0.2 0.024
H 0.334516 -0.676270 -0.890159 -0.2 1.6 0.0 0.069
H 1.210009 0.392658 -2.073020 -1.4 0.2 0.8 0.093
H -1.435924 -1.266348 2.273988 -0.3 0.5 -0.2 0.028
```
Forces are in eV/Å.

Its total charge is -1. The value obtained for the energy relative to the best compared isomer or geometry (same formula, charge and spin) is 104.2 kJ/mol.


# 3
Here is a molecular structure, C9H37INO14 from OMol25. Energies are from ωB97M-V with the def2-TZVPD basis set.

Structure (XYZ):
```
62
Properties=species:S:1:pos:R:3:forces:R:3:lowdin_charge:R:1
I -0.920136 -0.469302 -4.216089 -0.1 -0.1 0.1 0.998
O -0.069802 -3.393051 -2.498293 -0.5 -0.8 0.1 -0.070
O -0.503480 -4.032947 1.295405 0.1 -0.1 0.3 -0.055
O 1.823240 -2.590012 -3.416936 0.2 -0.2 -0.1 -0.046
O 4.843019 2.017312 8.315961 -0.1 0.1 0.0 -0.061
O 5.394755 1.879077 -0.793503 0.1 0.0 0.0 -0.036
O 4.240256 -0.098181 -3.364013 0.5 0.3 0.1 -0.072
O -2.240811 -4.863799 -3.533762 -0.1 -0.3 0.1 -0.100
O 3.415415 -0.226471 -0.461111 0.3 0.0 0.0 -0.084
O -1.363430 0.609822 -0.306044 0.4 -0.1 0.3 -0.137
O -7.348500 0.161121 -3.910820 -0.2 0.1 0.3 -0.083
O 2.634961 2.926739 6.379824 0.1 0.1 0.4 -0.048
O -7.035570 -2.732026 -3.864921 -0.1 -0.2 0.0 -0.055
O 1.701996 1.728252 3.936080 0.1 0.0 -0.1 -0.061
O -4.454225 0.774925 -2.928357 -0.2 0.0 0.3 -0.069
N -0.712227 -0.646844 -2.155329 0.2 0.3 -0.1 -0.410
C 0.813562 -2.540497 -2.699482 0.3 0.7 0.0 -0.805
C -1.778204 1.680821 1.804115 -0.1 0.1 -0.1 -0.227
C -1.197051 2.754660 2.721385 0.2 -0.1 0.0 -0.116
C -0.946745 0.698000 -1.652590 -0.5 0.1 -0.2 -0.412
C -1.347552 1.860070 0.351787 -0.3 -0.1 -0.2 -0.248
C 0.821506 -1.654765 -0.415044 -0.5 0.3 0.1 -0.137
C 0.638734 -1.215754 -1.877630 0.0 -0.2 -0.1 -0.348
C 2.291664 0.412492 0.146855 0.0 -0.1 -0.1 -0.254
C 1.344300 -0.662036 0.637481 0.3 -0.2 0.1 -0.164
H 2.608986 1.020937 1.004117 0.0 0.0 -0.1 0.108
H -1.432376 -4.522948 -3.100253 0.2 0.4 -0.2 -0.011
H 4.341950 -1.038693 -3.542342 -0.3 -0.1 -0.1 0.034
H 4.379157 2.484102 7.610616 0.1 0.0 -0.1 -0.007
H 0.536933 -0.189322 1.192722 -0.1 0.1 -0.1 0.088
H -1.771633 1.143758 -2.223776 0.1 0.0 0.0 0.053
H -7.162570 -2.589359 -4.808638 0.1 0.1 0.0 0.048
H 1.810072 1.251287 4.766297 0.0 0.1 -0.1 0.032
H 1.818192 1.082634 -0.582121 -0.1 0.0 0.1 0.101
H -1.691874 2.741805 3.696377 -0.1 0.1 -0.1 0.066
H -1.495036 0.679357 2.134941 0.0 0.1 0.0 0.108
H 5.803392 1.816685 -1.664411 -0.1 -0.1 -0.1 0.053
H -6.579538 0.576983 -3.500865 0.2 0.0 -0.3 -0.006
H -0.080238 1.376306 -1.768068 0.1 -0.2 0.2 0.115
H 1.911587 -1.247771 1.372747 -0.1 0.1 0.0 0.115
H -0.352172 2.323750 0.277924 0.0 -0.1 0.1 0.119
H 2.361868 2.683348 7.272262 -0.1 0.0 0.0 0.052
H -2.076056 2.522153 -0.146362 0.3 0.2 0.0 0.126
H -0.127365 -4.573066 0.591772 -0.1 0.2 -0.2 0.040
H 4.165310 0.382641 -0.455698 -0.1 0.1 0.1 0.034
H 5.820025 2.616789 -0.348899 0.0 0.0 0.0 0.045
H -0.133202 2.587415 2.917835 -0.2 0.0 -0.2 0.038
H 2.467258 2.312295 3.913052 0.0 -0.1 0.0 0.030
H 2.045402 3.650102 6.140458 0.0 0.0 -0.1 0.058
H -2.524071 -5.591497 -2.974080 0.0 0.0 0.0 0.005
H 3.958846 -0.076130 -2.439212 -0.4 -0.2 0.0 -0.011
H -6.238839 -3.269558 -3.803204 0.1 0.1 0.0 0.051
H -0.153828 -2.023541 -0.092868 0.2 -0.1 0.0 0.100
H 1.479589 -2.527006 -0.426575 0.0 0.2 -0.1 0.118
H -4.712887 0.682618 -2.004661 0.1 0.0 0.0 0.045
H -3.802526 0.073128 -3.052669 0.1 0.0 -0.2 -0.001
H -2.871355 1.743361 1.840996 0.1 -0.2 0.0 0.104
H -1.320499 3.745613 2.269148 0.0 0.0 0.2 0.072
H 1.422275 -0.533237 -2.226773 0.0 0.1 0.1 0.115
H 5.771926 2.211885 8.161654 0.0 0.0 0.0 0.035
H -1.381459 -4.387355 1.458679 0.0 0.0 -0.1 0.030
H -7.374432 -0.711243 -3.494789 0.1 0.0 -0.2 -0.005
```
Forces are in eV/Å.

Its total charge is -1. The calculated total energy is -1770.9550 Eh.


Number 1: F_max 0.64 eV/A. Number 2: F_max 3.10 eV/A. Number 3: F_max 0.93 eV/A.